# C2H4N2S

A cluster of 2 separate species, C2H4N2S in total at a distorted geometry (ωB97M-V/def2-TZVPD, the Open Molecules 2025 dataset).

Each line ends with the Mulliken charge.
Geometry (Å):
S1 -0.239 -1.218 -0.521  0.292
N1 -1.211 -1.133 0.766  -0.409
N2 -3.755 0.690 -0.236  -0.362
C1 -3.353 -0.243 0.275  -0.038
C2 0.489 0.424 -0.429  -0.681
H1 -1.710 -1.907 0.893  0.313
H2 0.580 0.864 -1.479  0.292
H3 1.577 0.387 -0.061  0.305
H4 -0.118 0.805 0.453  0.287

Calculated values
HOMO energy (spin up / spin down): -9.399 / -10.221 eV
max |F|: 5.617 eV/Å
energy above the lowest of the compared OMol25 structures with the same formula, charge and spin: 4.732 eV
molar mass: 88.135 g mol⁻¹

# C2H4N2S

An isolated molecule of C2H4N2S at a distorted geometry (ωB97M-V/def2-TZVPD, the Open Molecules 2025 dataset).

Each line ends with the Mulliken charge.
Geometry (Å):
S1 -1.268 0.064 -1.360  -0.143
N1 1.769 -0.117 -0.089  -0.493
N2 0.974 0.269 1.972  -0.661
C1 0.611 0.044 0.709  0.717
C2 -0.842 -0.205 0.275  -0.457
H1 -0.002 0.185 2.411  0.231
H2 2.588 -0.224 0.386  0.280
H3 1.739 -0.804 -0.939  0.231
H4 -1.855 -0.284 0.819  0.294

Calculated values
HOMO energy: -9.264 eV
max |F|: 6.784 eV/Å
energy above the lowest of the compared OMol25 structures with the same formula, charge and spin: 1.907 eV
molar mass: 88.135 g mol⁻¹
SMILES: [H]/N=C(/N)C=S

Look up the molar mass of the first one.
88.135 g mol⁻¹

What did the first record say?
# C2H4N2S

A cluster of 2 separate species, C2H4N2S in total at a distorted geometry (ωB97M-V/def2-TZVPD, the Open Molecules 2025 dataset).

Each line ends with the Mulliken charge.
Geometry (Å):
S1 -0.239 -1.218 -0.521  0.292
N1 -1.211 -1.133 0.766  -0.409
N2 -3.755 0.690 -0.236  -0.362
C1 -3.353 -0.243 0.275  -0.038
C2 0.489 0.424 -0.429  -0.681
H1 -1.710 -1.907 0.893  0.313
H2 0.580 0.864 -1.479  0.292
H3 1.577 0.387 -0.061  0.305
H4 -0.118 0.805 0.453  0.287

Calculated values
HOMO energy (spin up / spin down): -9.399 / -10.221 eV
max |F|: 5.617 eV/Å
energy above the lowest of the compared OMol25 structures with the same formula, charge and spin: 4.732 eV
molar mass: 88.135 g mol⁻¹

molar mass of number 1 (C2H4N2S)?
88.135 g mol⁻¹